Record 1
16
Properties=species:S:1:pos:R:3:forces:R:3:mulliken_charge:R:1 method="wB97M-V/def2-TZVPD" e_homo_ev=-9.7 spin_multiplicity=1 homo_lumo_gap_ev=6.5857
C -0.6159 -1.7248 0.0007 -0.269 -2.337 -0.364 -0.037
C -0.7300 1.6038 0.3253 -0.019 -0.167 0.607 -0.138
C -1.1586 0.5129 -0.3010 -0.344 0.909 -0.953 -0.192
C 1.7366 -0.8659 0.8072 -1.508 -0.798 2.030 0.092
C -0.1469 -0.5984 -0.7562 -1.972 1.805 -0.173 0.720
C 1.2515 -0.2488 -0.4394 -0.085 2.753 2.616 -0.614
N -0.9598 -2.7081 0.4904 -0.029 0.539 0.006 -0.436
N 2.0732 0.1477 -1.5445 -1.554 -0.213 -2.167 1.073
O 1.4244 0.2645 -2.5763 0.008 0.333 -0.614 -0.623
O 2.7882 -1.2018 1.2318 1.495 0.078 -0.608 -0.429
O 3.2390 0.3059 -1.4809 1.965 0.187 1.169 -0.558
S 0.9263 1.8319 0.7544 0.633 -2.340 -1.585 0.016
Cl -2.8204 0.3792 -0.8994 1.110 -0.182 0.519 -0.159
H -1.3573 2.3931 0.7463 -0.197 -0.285 -0.489 0.397
H 0.8268 -1.0422 1.4631 0.621 0.293 -0.425 0.355
H -0.2970 -0.6518 -1.8449 0.145 -0.575 0.431 0.534

---

Record 2
10
Properties=species:S:1:pos:R:3:forces:R:3:mulliken_charge:R:1 method="wB97M-V/def2-TZVPD" e_homo_ev="-8.4 / -8.4" spin_multiplicity=1 homo_lumo_gap_ev="7.2309 / 7.2321"
C 1.3786 0.3111 0.7590 0.277 -0.846 -2.684 0.363
C 1.4913 -0.0857 -0.4762 0.003 0.223 0.235 -0.320
C 0.4606 0.4908 1.7161 0.281 -0.422 2.001 -0.436
C -0.7392 0.1955 1.0996 -0.619 1.172 1.486 -0.506
C -0.9445 -0.0693 -0.2668 2.913 -0.316 -0.298 -0.328
C 0.3378 -0.4060 -1.0826 0.683 -0.458 -1.117 -0.040
I 0.1008 -1.0698 -3.1823 0.140 0.438 1.524 0.050
H 0.7458 0.5619 2.7761 -0.846 0.365 -0.457 0.366
H -1.7200 -0.7083 -0.4553 -2.044 -1.792 -0.614 0.469
H -1.1111 0.7799 -0.8875 -0.788 1.635 -0.076 0.382

---

Record 3
10
Properties=species:S:1:pos:R:3:forces:R:3:mulliken_charge:R:1 method="wB97M-V/def2-TZVPD" e_homo_ev="-9.0 / -8.9" spin_multiplicity=1 homo_lumo_gap_ev="7.1025 / 7.8462"
C 2.0068 0.3295 -0.3589 -1.880 2.007 -0.008 0.322
C 1.9467 1.2954 0.5369 -0.643 -0.053 -0.582 -0.397
C 1.6166 -0.9525 -0.2155 0.849 -2.382 0.207 0.241
C -0.3988 -0.2659 0.0709 1.696 -0.539 -0.102 0.387
C -1.6950 -0.4590 0.2899 -1.495 -0.800 -0.187 -0.671
C 0.4723 0.9143 -0.3063 1.395 0.089 1.058 -0.366
N 0.5300 -1.4325 0.1034 -1.256 0.369 -0.178 -0.502
H -2.1108 -1.4872 0.4276 0.958 0.845 0.130 0.268
H -2.5210 0.2529 0.2632 0.742 0.380 -0.207 0.292
H 0.1532 1.8050 -0.8111 -0.365 0.084 -0.131 0.427

---

Record 4
15
Properties=species:S:1:pos:R:3:forces:R:3:mulliken_charge:R:1 method="wB97M-V/def2-TZVPD" e_homo_ev=-9.0 smiles="N#Cc1cncn(SC=O)c1=S" spin_multiplicity=1 homo_lumo_gap_ev=7.9694
C 3.1769 0.7325 0.0846 -2.804 -0.076 0.965 -0.238
C 0.9514 1.8392 -0.1180 1.794 2.183 0.951 0.051
C -0.8954 0.6602 -0.4676 -1.553 0.242 -1.704 -0.021
C 1.7112 0.6917 0.0449 -0.159 1.164 -1.411 0.452
C 1.0781 -0.6040 -0.0501 0.644 -0.608 0.488 0.278
C -2.9433 -1.6537 0.5037 1.338 -0.105 -0.712 0.070
N 4.2415 0.7208 0.4859 1.699 0.162 -0.106 -0.399
N -0.3883 1.8562 -0.3836 0.645 -1.337 0.273 -0.525
N -0.2959 -0.5498 -0.2541 -0.852 1.132 0.208 -0.139
O -3.7118 -2.5500 0.4786 0.029 0.132 0.070 -0.353
S 1.9002 -2.0073 0.0860 -0.142 -0.335 -0.086 -0.323
S -1.2728 -2.0023 -0.3584 -0.468 0.169 0.403 -0.015
H 1.4357 2.9208 0.0049 -0.929 -2.644 -0.435 0.321
H -1.8857 0.5983 -0.9850 0.630 -0.100 1.020 0.437
H -3.1017 -0.6525 0.9282 0.128 0.020 0.076 0.403

---

Record 5
11
Properties=species:S:1:pos:R:3:forces:R:3:mulliken_charge:R:1 method="wB97M-V/def2-TZVPD" e_homo_ev=-10.0 smiles="C#CC1=NC=CC1=O" spin_multiplicity=1 homo_lumo_gap_ev=8.0831
C -0.3922 0.8745 -0.0778 0.808 4.968 0.640 0.660
C -1.9337 0.5233 0.1349 -0.398 3.334 1.929 -0.411
C -1.9751 -0.8173 0.0561 -1.553 -1.327 2.099 -0.115
C 0.1507 -0.4539 -0.1196 5.612 -1.442 -0.984 0.584
C 1.7231 -0.4686 -0.1171 1.678 -0.013 1.698 -0.336
C 2.9295 -0.3566 0.2465 -6.316 -0.997 -1.928 -0.309
H -2.6642 1.4048 0.7465 2.040 -3.187 -2.464 0.263
H -2.8359 -1.5828 0.5301 2.467 2.348 -1.887 0.280
H 3.8439 -0.7847 0.5035 1.263 0.130 0.238 0.392
N -0.6334 -1.4393 -0.2184 -1.027 0.491 0.452 -0.509
O 0.3845 1.9037 -0.1236 -4.574 -4.304 0.206 -0.500

---

Record 6
11
Properties=species:S:1:pos:R:3:forces:R:3:mulliken_charge:R:1 method="wB97M-V/def2-TZVPD" s_squared=2.021 e_homo_ev="-8.8 / -8.6" spin_multiplicity=3 homo_lumo_gap_ev="9.0880 / 5.1614"
C -5.7248 -0.0624 0.5038 0.188 -0.677 -0.918 -0.315
C -4.6126 0.0624 0.0499 0.724 0.986 0.171 -0.436
C -3.3187 0.4676 -0.2543 1.451 -0.463 1.131 0.389
C -2.1109 0.7030 -0.1264 -4.494 -0.509 -0.694 0.287
C -0.8876 1.1940 -0.2259 1.349 -0.199 0.009 -0.240
C 0.2156 1.6473 -0.4208 1.484 0.481 -0.300 -0.299
P 2.5050 -0.3731 0.2070 -0.863 -0.356 1.124 0.147
S 2.7882 1.4925 -0.1158 -0.069 2.104 -0.177 -0.093
H -6.7126 -0.4364 0.5553 -0.388 0.146 0.431 0.375
H 3.5032 -0.7342 1.0778 0.603 -0.550 0.491 0.079
H 2.8492 -1.0788 -0.8884 0.014 -0.963 -1.266 0.106

---

Please write out number 2 again, unchanged.
10
Properties=species:S:1:pos:R:3:forces:R:3:mulliken_charge:R:1 method="wB97M-V/def2-TZVPD" e_homo_ev="-8.4 / -8.4" spin_multiplicity=1 homo_lumo_gap_ev="7.2309 / 7.2321"
C 1.3786 0.3111 0.7590 0.277 -0.846 -2.684 0.363
C 1.4913 -0.0857 -0.4762 0.003 0.223 0.235 -0.320
C 0.4606 0.4908 1.7161 0.281 -0.422 2.001 -0.436
C -0.7392 0.1955 1.0996 -0.619 1.172 1.486 -0.506
C -0.9445 -0.0693 -0.2668 2.913 -0.316 -0.298 -0.328
C 0.3378 -0.4060 -1.0826 0.683 -0.458 -1.117 -0.040
I 0.1008 -1.0698 -3.1823 0.140 0.438 1.524 0.050
H 0.7458 0.5619 2.7761 -0.846 0.365 -0.457 0.366
H -1.7200 -0.7083 -0.4553 -2.044 -1.792 -0.614 0.469
H -1.1111 0.7799 -0.8875 -0.788 1.635 -0.076 0.382